{
  "formula": "C38H57AuO2P3Si",
  "method": "the ωB97M-V functional and the def2-TZVPD basis",
  "e_above_lowest_ev": 0.000,
  "s2": 2.007,
  "multiplicity": 3,
  "homo_energy_ev": [-8.81, -10.63],
  "gap_ev": [6.606, 5.611],
  "e_tot_ev": -83858.48544,
  "charge": 1,
  "elements": ["Au", "C", "C", "C", "P", "C", "C", "C", "C", "C", "C", "C", "C", "C", "Si", "C", "C", "C", "C", "C", "C", "P", "C", "C", "C", "C", "C", "C", "C", "C", "C", "C", "C", "C", "P", "C", "C", "C", "C", "C", "C", "H", "H", "H", "H", "H", "H", "H", "H", "H", "H", "H", "H", "H", "H", "H", "H", "H", "H", "H", "H", "H", "H", "H", "H", "H", "H", "H", "H", "H", "H", "H", "H", "H", "H", "H", "H", "H", "H", "H", "H", "H", "H", "H", "H", "H", "H", "H", "H", "H", "H", "H", "H", "H", "H", "C", "C", "O", "O", "H", "H", "H"],
  "xyz": [[-1.174611, 0.613639, -0.170365], [5.609847, 0.769098, 0.691289], [4.485390, 0.154566, -0.151002], [4.748829, -1.303104, -0.515795], [2.844705, 0.340813, 0.615752], [2.456901, 1.984628, 1.228720], [2.833435, 2.173042, 2.704870], [3.026592, 3.082644, 0.325904], [2.448160, -0.964369, 1.784407], [3.394479, -1.188976, 2.784680], [3.142245, -2.101552, 3.796664], [1.932304, -2.771238, 3.815769], [0.992943, -2.548768, 2.817197], [1.221082, -1.659019, 1.765037], [-0.087051, -1.458324, 0.398879], [-1.531279, -2.583517, 0.853498], [-1.425428, -3.977376, 0.895384], [-2.443378, -4.764179, 1.408931], [-3.585119, -4.165547, 1.927293], [-3.716921, -2.788893, 1.882686], [-2.716896, -1.997867, 1.317560], [-2.934682, -0.187644, 1.201997], [-2.865173, 0.342674, 2.959043], [-3.246837, 1.807594, 3.144480], [-1.466863, 0.074931, 3.514625], [-4.668024, 0.135075, 0.640521], [-4.714364, 1.511181, -0.029119], [-5.230846, -0.924609, -0.305410], [0.811155, -1.941391, -1.193378], [1.496593, -3.160087, -1.258318], [2.209198, -3.534298, -2.384680], [2.294559, -2.662506, -3.461600], [1.636217, -1.444942, -3.414599], [0.871650, -1.082709, -2.301561], [-0.133724, 0.453361, -2.311736], [-1.413331, 0.163181, -3.620234], [-0.939268, -0.292097, -5.002497], [-2.420049, -0.855116, -3.089414], [1.000497, 1.836729, -2.795937], [0.460977, 3.148664, -2.228023], [1.334195, 2.032367, -4.274171], [6.533944, 0.712404, 0.112857], [5.771992, 0.216723, 1.616251], [5.430538, 1.814368, 0.934846], [4.398730, 0.734691, -1.078480], [4.934856, -1.903091, 0.375691], [5.632734, -1.356528, -1.151461], [3.915292, -1.746602, -1.056079], [1.355415, 2.032326, 1.148064], [3.910343, 2.120894, 2.871677], [2.335817, 1.456873, 3.357256], [2.491933, 3.172128, 2.981568], [4.027580, 3.379168, 0.643173], [2.364776, 3.944935, 0.404187], [3.076928, 2.797238, -0.726539], [4.328502, -0.642317, 2.792847], [3.881961, -2.272913, 4.566211], [1.714730, -3.471107, 4.611545], [0.053957, -3.083779, 2.864188], [-0.528740, -4.463239, 0.530281], [-2.340888, -5.840741, 1.423544], [-4.371995, -4.771556, 2.355229], [-4.614602, -2.330390, 2.281332], [-3.591573, -0.296500, 3.477453], [-2.526282, 2.448277, 2.638423], [-3.223713, 2.054640, 4.206977], [-4.247516, 2.034556, 2.776007], [-0.723011, 0.647495, 2.956035], [-1.207541, -0.983934, 3.478333], [-1.421241, 0.396453, 4.556195], [-5.275937, 0.166961, 1.553134], [-4.182324, 1.479854, -0.983644], [-4.256500, 2.293812, 0.574045], [-5.749981, 1.792852, -0.225464], [-4.546831, -1.134585, -1.127353], [-6.160787, -0.553816, -0.738570], [-5.445658, -1.867075, 0.190983], [1.486443, -3.828261, -0.404935], [2.714249, -4.490172, -2.416788], [2.869927, -2.930993, -4.336817], [1.706388, -0.783198, -4.264834], [-1.907559, 1.139086, -3.706188], [-0.428923, -1.253640, -4.943470], [-0.292001, 0.417766, -5.507754], [-1.818132, -0.439313, -5.632551], [-1.967131, -1.847613, -3.034646], [-3.272204, -0.912236, -3.766879], [-2.779538, -0.594032, -2.094816], [1.925464, 1.579561, -2.261575], [-0.486505, 3.412431, -2.704551], [1.163923, 3.958051, -2.430139], [0.301347, 3.090061, -1.155878], [0.453639, 2.354782, -4.829464], [1.747773, 1.153587, -4.761958], [2.073305, 2.830784, -4.356289], [-1.918747, 4.198990, 0.151996], [-0.700701, 3.739153, 0.920300], [0.053698, 4.554326, 1.428957], [-0.508492, 2.460168, 1.017247], [-1.770479, 5.212675, -0.212146], [-2.781132, 4.206024, 0.820105], [-2.147634, 3.527483, -0.675017]],
  "atomic_forces_ev_per_a": [[0.349, -0.068, 0.063], [0.120, -0.006, -0.037], [0.010, 0.036, -0.074], [0.082, -0.024, 0.030], [-0.150, -0.179, -0.064], [-0.017, 0.000, -0.091], [-0.126, 0.145, 0.005], [0.015, 0.077, 0.005], [-0.042, -0.001, 0.020], [0.015, -0.039, 0.045], [0.039, 0.031, -0.005], [-0.036, -0.006, -0.017], [0.007, 0.014, 0.018], [0.048, 0.054, 0.014], [-0.134, 0.116, -0.249], [0.055, -0.092, 0.011], [-0.001, 0.012, -0.003], [-0.033, 0.032, 0.026], [0.042, -0.034, -0.026], [-0.028, 0.027, -0.021], [-0.030, 0.067, 0.048], [0.056, -0.078, -0.041], [-0.028, -0.007, 0.040], [-0.046, 0.031, 0.020], [-0.047, 0.007, 0.030], [-0.079, 0.036, 0.140], [0.014, 0.018, -0.017], [0.001, -0.018, 0.007], [0.059, -0.098, 0.073], [0.020, 0.014, 0.016], [0.025, 0.031, -0.014], [0.012, 0.005, 0.043], [-0.008, 0.018, -0.001], [-0.058, 0.065, -0.056], [0.004, -0.097, 0.104], [0.068, 0.092, -0.065], [-0.060, -0.013, 0.005], [-0.057, -0.010, 0.033], [0.063, 0.001, -0.011], [-0.019, 0.009, -0.043], [0.012, -0.006, 0.002], [0.002, 0.020, 0.022], [0.007, -0.003, -0.031], [0.007, -0.042, -0.002], [-0.010, 0.010, 0.066], [-0.013, -0.004, 0.004], [0.024, -0.017, 0.012], [-0.079, -0.022, -0.068], [-0.032, 0.012, 0.165], [0.029, -0.026, -0.033], [-0.008, -0.017, -0.028], [-0.025, -0.011, 0.026], [-0.046, 0.021, -0.032], [0.031, 0.068, 0.051], [-0.033, -0.007, -0.022], [-0.029, -0.001, 0.007], [0.008, 0.003, 0.017], [-0.010, -0.021, 0.001], [-0.014, -0.045, -0.019], [0.032, -0.003, -0.011], [-0.002, -0.024, -0.003], [-0.012, -0.010, 0.011], [-0.004, 0.008, 0.001], [0.020, 0.027, -0.007], [0.039, 0.050, -0.051], [-0.001, -0.003, -0.002], [-0.003, -0.015, 0.022], [0.021, 0.025, -0.014], [0.003, 0.015, -0.012], [-0.010, -0.017, 0.025], [0.006, -0.018, -0.041], [0.003, 0.002, -0.007], [0.004, -0.005, 0.002], [-0.002, -0.006, -0.005], [0.020, 0.013, -0.027], [-0.014, 0.001, -0.003], [0.005, -0.012, 0.005], [-0.005, -0.010, 0.034], [0.014, -0.026, 0.001], [0.013, -0.006, -0.029], [0.012, -0.004, -0.008], [0.006, -0.024, -0.008], [-0.033, 0.002, 0.004], [0.032, 0.019, 0.022], [-0.004, 0.022, -0.017], [0.012, -0.031, 0.022], [-0.024, -0.031, -0.018], [0.002, 0.014, -0.052], [-0.030, -0.026, 0.016], [-0.010, 0.009, 0.016], [0.012, 0.014, -0.012], [0.011, -0.017, 0.032], [-0.023, 0.002, -0.013], [0.013, -0.014, 0.000], [0.008, 0.007, -0.012], [-0.163, 0.104, -0.084], [0.216, -0.271, 0.142], [0.203, 0.281, 0.040], [-0.250, -0.092, -0.081], [-0.007, 0.009, -0.002], [-0.025, 0.003, 0.059], [-0.012, -0.042, -0.033]],
  "mulliken_charge": [1.44, -1.35, 0.72, -1.55, 0.18, 3.77, -1.75, -1.74, 0.39, -0.44, -1.01, -1.00, -0.66, 0.46, 0.14, 0.25, 0.06, -0.87, -0.92, -0.84, -0.18, 0.12, 0.67, -1.46, -1.24, 0.63, -1.19, -1.34, 0.47, -0.39, -1.12, -1.00, -0.56, 0.64, -0.56, 0.72, -1.55, -1.22, 2.17, -1.25, -1.80, 0.47, 0.32, 0.23, 0.48, 0.29, 0.53, 0.28, -2.11, 0.32, 0.38, 0.53, 0.43, 0.45, 0.36, 0.27, 0.47, 0.47, 0.47, 0.32, 0.47, 0.41, 0.53, 0.77, 0.11, 0.50, 0.37, 0.00, 0.16, 0.64, 0.71, 0.13, 0.09, 0.53, 0.09, 0.49, 0.41, 0.25, 0.43, 0.44, 0.26, 0.59, 0.34, 0.33, 0.48, 0.24, 0.66, -0.28, -0.77, 0.40, 0.56, -0.24, 0.41, 0.38, 0.47, -0.85, 0.43, -0.74, -0.69, 0.35, 0.35, 0.03]
}